# 1
19
Properties=species:S:1:pos:R:3:forces:R:3:nbo_charge:R:1 method="wB97M-V/def2-TZVPD" charge=0 homo_ev=-8.84 largest_force_ev_per_a=1.48 relative_energy_kj_mol=149.58 spin_multiplicity=1 e_lumo_ev=0.89 homo_lumo_gap_ev=9.73
C 2.06920 0.26770 -0.45548 -0.1 -0.2 0.0 -0.616
C 1.01949 -0.12513 0.60316 0.0 -0.7 0.3 -0.397
C -0.40912 -0.30881 0.15250 -0.6 1.1 -0.7 -0.078
C -0.54425 -1.23635 -1.04075 -0.2 0.1 -0.1 -0.610
C -1.44934 -0.20784 1.22689 -0.2 -0.2 0.3 -0.430
C -1.37480 0.88477 0.22530 0.9 -0.9 -0.8 0.075
O -0.77843 2.09474 0.57590 -0.4 0.6 0.0 -0.702
H 2.13361 1.34971 -0.64988 -0.3 -0.3 0.2 0.205
H 1.87730 -0.21490 -1.42065 0.0 0.0 0.2 0.204
H 3.06853 -0.04375 -0.13191 -0.2 0.0 0.0 0.213
H 1.12506 0.49677 1.49948 -0.2 0.0 -0.3 0.221
H 1.08646 -1.17260 0.94667 1.4 0.2 0.1 0.204
H -0.42653 -0.61548 -1.93355 -0.1 -0.3 -0.2 0.207
H 0.20668 -2.03845 -1.11618 -0.1 0.3 0.4 0.212
H -1.52882 -1.70721 -1.06793 0.0 0.1 -0.1 0.212
H -1.11395 0.01304 2.23517 0.0 0.0 -0.1 0.226
H -2.29417 -0.88316 1.16476 -0.1 0.1 0.1 0.216
H -2.14351 0.95377 -0.54738 0.0 0.0 0.3 0.170
H -0.52340 2.49319 -0.26611 0.1 0.1 0.3 0.469

=====

# 2
43
Properties=species:S:1:pos:R:3:forces:R:3:nbo_charge:R:1 method="wB97M-V/def2-TZVPD" charge=-1 homo_ev=-3.98 largest_force_ev_per_a=1.25 relative_energy_kj_mol=102.23 spin_multiplicity=1 e_lumo_ev=2.10 homo_lumo_gap_ev=6.08
Pt 0.16462 1.37045 0.77831 -0.1 -0.5 -0.5 0.541
C 3.59874 1.46943 -1.33086 -0.1 0.1 -0.1 -0.624
C 2.76022 2.32795 -0.37685 0.2 -0.1 0.1 0.119
C 3.63542 3.44307 0.21507 -0.1 0.0 -0.1 -0.627
O 2.23434 1.55136 0.63581 0.1 0.1 0.0 -0.877
H 3.97303 2.06151 -2.17469 0.0 0.0 0.0 0.172
H 2.99245 0.64630 -1.71238 0.0 0.0 0.0 0.211
H 4.44713 1.04784 -0.78550 0.0 0.0 0.0 0.192
H 1.97987 2.82141 -0.99079 -0.1 0.0 0.0 0.106
H 4.47553 2.98855 0.74696 0.0 0.0 0.0 0.193
H 3.05151 4.02393 0.93102 0.0 0.0 0.0 0.204
H 4.01967 4.11247 -0.56356 0.0 0.0 0.0 0.175
S 0.02467 3.73440 1.22854 0.2 0.5 0.3 -0.005
C -1.32034 4.26590 0.42303 -0.3 -1.2 0.2 -0.064
N -1.63189 3.86483 -0.83088 -0.1 1.1 -0.3 -0.580
C -2.88365 4.40140 -1.34718 -0.1 -0.1 -0.1 -0.230
C -3.79143 4.45793 -0.13735 0.1 0.1 0.1 -0.533
S -2.69245 5.05728 1.17983 0.1 0.2 0.1 0.293
H -0.84191 3.85194 -1.46130 0.1 -0.6 0.1 0.420
H -3.28569 3.74603 -2.11997 0.0 -0.1 0.0 0.216
H -2.75220 5.40401 -1.77062 0.1 0.0 0.0 0.183
H -4.12825 3.46280 0.15089 0.0 0.0 -0.1 0.239
H -4.63627 5.12897 -0.26795 0.0 0.0 0.0 0.229
F -0.48629 -8.06446 1.35731 0.0 0.0 0.1 -0.339
C -0.17146 -7.47619 0.17889 0.0 -0.1 0.0 0.969
F -1.08293 -7.90820 -0.71258 -0.1 0.0 -0.1 -0.333
F 1.00852 -8.02861 -0.18790 0.1 0.0 0.0 -0.338
C -0.10460 -5.99199 0.27891 0.0 0.0 0.0 -0.151
C 0.80298 -5.41791 1.16381 0.0 0.0 0.0 -0.205
C 0.88692 -4.04506 1.28294 0.0 -0.1 0.0 -0.194
C 0.06283 -3.20034 0.52097 0.0 0.1 0.0 -0.026
C -0.84892 -3.80115 -0.36152 0.0 0.0 0.0 -0.214
C -0.93238 -5.17678 -0.48147 0.0 0.0 0.0 -0.195
C 0.14138 -1.78549 0.62758 0.1 -0.1 -0.2 -0.302
C 0.20839 -0.56898 0.63797 -0.1 0.4 0.3 -0.073
H 1.44196 -6.05801 1.76063 0.0 0.0 0.0 0.213
H 1.59303 -3.59912 1.97020 0.0 0.0 0.0 0.222
H -1.49048 -3.15990 -0.95051 0.0 0.0 0.0 0.220
H -1.64377 -5.62163 -1.16423 0.0 0.0 0.0 0.215
C -1.89213 1.17889 0.90442 0.0 0.2 0.1 -0.936
H -2.29888 1.84777 1.67831 -0.1 0.0 0.0 0.163
H -2.24671 0.17231 1.13441 0.1 0.0 0.0 0.191
H -2.34059 1.46507 -0.05773 0.0 -0.1 0.0 0.160

=====

# 3
10
Properties=species:S:1:pos:R:3:forces:R:3:nbo_charge:R:1 method="wB97M-V/def2-TZVPD" charge=0 homo_ev=-9.18 largest_force_ev_per_a=4.25 relative_energy_kj_mol=322.84 spin_multiplicity=1 e_lumo_ev=-1.51 homo_lumo_gap_ev=7.67
C 0.84102 0.61353 -0.63966 -0.4 0.8 -0.7 -0.347
C -0.43369 1.01174 -0.58659 0.4 -0.6 0.7 -0.291
C 1.22890 -0.49826 0.13634 -3.0 -2.3 1.9 0.022
N -0.43742 -1.15620 0.67882 3.3 1.5 -1.8 -0.900
O -2.70534 -0.22441 -0.03741 -0.8 -0.1 -0.4 -0.946
S 2.54597 -1.22251 0.61679 -0.1 0.2 -0.2 0.174
S -1.47761 0.15814 0.63656 0.8 0.1 0.0 1.407
H 1.60337 1.07819 -1.25086 0.0 0.1 -0.1 0.252
H -0.85429 1.84148 -1.12817 -0.1 0.1 0.0 0.241
H -0.31091 -1.60171 1.57418 0.0 0.2 0.4 0.389

=====

# 4
16
Properties=species:S:1:pos:R:3:forces:R:3:nbo_charge:R:1 method="wB97M-V/def2-TZVPD" charge=0 homo_ev=-10.47 largest_force_ev_per_a=2.12 spin_multiplicity=1 e_lumo_ev=-1.66 homo_lumo_gap_ev=8.81
O 3.02727 -0.20368 1.28881 1.4 0.1 1.6 -1.096
P 2.04879 -0.12520 0.24112 0.5 0.3 0.9 2.360
O 2.69285 0.65691 -0.98137 -1.1 0.1 -1.1 -0.973
O 1.60621 -1.58202 -0.20440 -0.2 0.1 -1.2 -0.974
C 0.62800 0.80810 0.87376 -0.6 -0.5 -0.5 -0.861
C -0.70366 0.36034 0.37807 1.0 0.3 0.3 0.325
N -1.72691 0.52566 1.18719 -1.4 -0.2 0.3 -0.162
N -2.90094 0.09891 0.75688 0.7 0.7 1.1 -0.181
C -2.90850 -0.43871 -0.43149 -1.6 -0.7 -0.5 0.246
Br -4.57931 -1.09904 -1.02282 0.1 0.1 0.0 0.107
N -1.92052 -0.57250 -1.26755 1.5 0.2 -0.5 -0.186
N -0.74736 -0.14557 -0.83410 -0.8 -0.3 -1.1 -0.194
H 2.01689 0.99340 -1.59759 0.4 -0.1 0.0 0.503
H 2.09486 -1.82821 -1.01211 -0.4 -0.2 0.4 0.517
H 0.72154 1.87124 0.68194 0.3 0.2 -0.1 0.276
H 0.65079 0.68038 1.94365 0.1 0.0 0.4 0.293

=====

# 5
79
Properties=species:S:1:pos:R:3:forces:R:3:mulliken_charge:R:1 method="wB97M-V/def2-TZVPD" charge=-1 homo_ev="-3.65 / -3.65" largest_force_ev_per_a=2.78 spin_multiplicity=1 e_lumo_ev="1.44 / 1.44" homo_lumo_gap_ev="5.09 / 5.09"
Pd -0.24196 -0.97210 0.01899 0.2 -0.1 -0.2 -0.458
Se -5.23588 -7.21927 -0.75033 0.0 0.2 0.1 0.169
N -3.59093 -7.11572 -0.05632 -0.1 -1.8 0.5 -0.894
C -3.16771 -5.92601 -0.17672 0.2 2.1 -0.8 0.779
C -1.87279 -5.41189 0.27020 -0.5 -0.8 0.3 0.580
C -1.00402 -6.22730 0.97521 0.3 0.7 0.3 -0.688
C 0.20389 -5.69385 1.40619 -0.4 0.5 -1.0 -0.955
C 0.50306 -4.40368 0.96902 -0.9 0.7 0.0 -0.206
N -0.38079 -3.57736 0.33155 2.3 -1.0 1.3 0.045
C -1.54956 -4.06916 0.04518 -1.3 0.3 -0.9 -0.147
C -2.51134 -3.11584 -0.62004 1.3 -0.7 0.7 -0.335
N -2.13878 -1.84885 -0.69756 -0.2 1.3 -0.8 0.155
C -2.92226 -0.98596 -1.37394 -0.7 -0.7 0.0 -0.682
C -4.12520 -1.42777 -1.98862 0.9 1.6 0.5 -1.021
C -4.53625 -2.71337 -1.81320 0.6 0.0 0.1 -1.025
C -3.69025 -3.57048 -1.12217 -1.5 -1.9 0.0 0.794
C -4.07148 -4.99620 -0.87080 0.4 0.9 0.3 1.032
N -5.21992 -5.48155 -1.19285 -0.5 -0.1 -0.5 -0.833
H -1.28113 -7.22576 1.24916 -0.2 -0.4 -0.1 0.500
H 0.86953 -6.30045 1.98997 0.4 0.1 0.1 0.447
H 1.45064 -3.94211 1.17979 0.3 0.1 0.1 0.325
H -2.66672 0.08539 -1.40522 0.2 -0.3 0.0 0.896
H -4.68933 -0.64654 -2.49503 -0.1 -0.4 0.0 0.536
H -5.45812 -3.06908 -2.18497 -0.8 -0.4 -0.4 0.564
C -0.68319 0.26917 3.62678 0.4 0.3 0.9 -1.291
As 0.13711 0.40238 1.83820 -0.1 0.5 -0.1 1.123
C -0.31981 2.32006 1.61633 -0.2 0.2 -0.1 -1.012
C 2.03626 0.35732 2.39982 -1.2 -1.0 1.5 -1.674
C 3.17695 0.29229 1.41997 0.2 0.5 -0.3 2.878
C 4.44168 0.02790 2.23637 0.2 0.4 -0.3 -2.380
C 3.13099 -0.80420 0.34346 -0.1 0.3 -0.9 -2.021
As 1.81897 -0.74894 -1.16441 0.2 0.4 0.1 0.969
C 2.57596 0.61823 -2.40909 0.1 -0.8 0.3 -1.517
C 2.64952 -2.16986 -2.21737 0.1 -0.6 -0.6 -1.327
C 3.27553 1.66702 0.73279 -0.5 0.6 0.0 -0.929
As 4.19362 3.15344 1.71564 -0.6 0.1 -0.1 0.239
C 2.73482 3.80279 2.88655 0.2 0.3 0.7 -0.960
C 3.86214 4.41057 0.22808 1.2 -0.8 -0.5 -1.135
H -0.26000 1.04250 4.33370 -0.5 -0.7 -0.7 0.330
H -0.53983 -0.72155 4.08956 0.1 0.3 -0.3 0.366
H -1.76804 0.40546 3.49510 0.4 0.1 0.1 0.398
H 0.01632 2.99377 2.43918 -0.3 -0.6 -0.5 0.378
H -1.42507 2.29445 1.55318 0.5 0.1 0.1 0.450
H -0.01131 2.71355 0.62918 0.0 -0.3 0.5 -0.042
H 2.03154 -0.57173 3.03482 0.1 0.6 -0.5 0.539
H 2.14022 1.18090 3.11352 0.4 0.0 -0.1 0.016
H 4.41634 -0.98847 2.61040 0.2 -0.2 0.1 0.538
H 4.51073 0.72830 3.06317 0.0 0.0 0.3 0.517
H 5.33739 0.20911 1.63287 0.0 -0.3 0.0 0.444
H 3.02039 -1.82921 0.71748 0.0 0.2 0.3 0.321
H 4.09181 -0.72353 -0.15920 0.4 -0.3 -0.1 0.540
H 3.66383 0.70199 -2.45328 0.1 -0.3 0.2 0.378
H 2.18440 1.56953 -2.16868 -0.5 1.1 0.1 0.345
H 2.21636 0.31158 -3.38568 -0.1 0.1 -0.2 0.523
H 3.64368 -1.90934 -2.59778 0.1 0.0 0.5 0.403
H 2.05720 -2.22858 -3.14209 -0.2 -0.3 0.4 0.411
H 2.66796 -3.15081 -1.70769 -0.1 0.5 -0.3 0.288
H 2.25460 2.03567 0.44096 0.9 -0.3 0.1 -0.286
H 3.90245 1.62138 -0.16228 -0.1 -0.2 -0.1 0.766
H 2.51793 3.11977 3.72410 0.3 0.2 -0.3 0.320
H 1.80499 3.93911 2.35787 -0.2 0.0 -0.4 0.138
H 3.00181 4.78682 3.32086 0.1 -0.5 -0.2 0.465
H 4.57068 4.13202 -0.58963 -0.5 0.4 0.6 0.329
H 4.01833 5.42985 0.51292 0.3 0.6 0.3 0.429
H 2.87082 4.34190 -0.15811 -0.9 -0.3 -0.2 0.273
C -2.08804 4.42716 -1.06018 -0.1 -0.3 0.0 -1.419
C -2.68374 3.23500 -1.87338 0.2 0.0 -0.5 1.052
O -2.58817 2.07329 -1.26855 0.2 -0.8 0.6 -0.947
C -1.96254 3.13814 -3.25646 -0.7 0.6 -0.5 0.496
F -0.77816 2.54497 -3.14380 0.2 0.0 0.0 -0.162
F -2.68236 2.42660 -4.17399 0.5 0.2 0.3 -0.294
F -1.72419 4.36033 -3.85360 -0.1 -0.5 0.2 -0.344
C -4.18236 3.54893 -2.06864 0.1 1.2 -0.2 0.470
F -4.88132 2.67346 -2.80464 0.0 0.1 0.2 -0.241
F -4.38104 4.79853 -2.63295 -0.2 -0.5 -0.1 -0.329
F -4.76554 3.62788 -0.85698 -0.3 -0.2 -0.1 -0.272
H -1.02963 4.17815 -0.87492 -0.4 0.3 0.0 0.148
H -2.66212 4.35385 -0.13769 0.4 0.2 0.3 0.430
H -2.22958 5.43604 -1.47925 0.2 -0.4 0.0 0.297

=====

# 6
19
Properties=species:S:1:pos:R:3:forces:R:3:nbo_charge:R:1 method="wB97M-V/def2-TZVPD" charge=+2 homo_ev=-19.28 largest_force_ev_per_a=0.71 relative_energy_kj_mol=0.00 spin_multiplicity=1 e_lumo_ev=-6.64 homo_lumo_gap_ev=12.64
Ba 25.23388 3.12785 -23.63880 0.2 -0.1 0.6 1.925
O 23.99234 2.54548 -21.21500 0.0 -0.2 -0.2 -1.010
H 24.51888 2.23367 -20.46833 -0.1 0.1 0.0 0.506
H 23.08991 2.25117 -21.02422 0.1 0.1 0.0 0.517
O 27.13847 2.59139 -21.52459 0.1 0.0 0.1 -1.008
H 27.23574 1.88519 -20.87005 0.0 0.0 -0.1 0.512
H 27.95809 3.09898 -21.44135 -0.1 -0.1 0.0 0.506
O 23.14672 4.78538 -24.00251 -0.1 0.2 0.0 -1.025
H 22.81998 5.38387 -23.31411 0.0 -0.1 -0.1 0.519
H 22.61381 4.98691 -24.78502 0.0 0.0 0.1 0.520
O 27.35547 1.55296 -24.70296 -0.2 0.0 -0.1 -1.014
H 27.30510 0.95490 -25.46168 0.0 0.0 0.1 0.511
H 28.25644 1.44460 -24.37046 -0.1 0.0 0.0 0.514
O 25.60609 4.21599 -26.08533 0.1 0.1 -0.1 -1.021
H 25.76875 5.15937 -26.23029 -0.1 -0.1 -0.1 0.515
H 25.83480 3.79801 -26.92802 0.0 0.0 0.1 0.519
O 25.72411 5.26976 -21.74707 0.2 -0.3 -0.6 -0.995
H 26.15235 5.03114 -20.91512 -0.1 0.1 0.0 0.507
H 26.21372 6.02713 -22.09610 -0.1 0.1 0.3 0.501